Density functional theory data (ωB97M-V/def2-TZVPD) for the molecule C12H16FN in a non-equilibrium geometry.

Structure (XYZ):
```
30
Properties=species:S:1:pos:R:3:forces:R:3
C -2.386215 -1.417003 -0.619364 1.000 -4.298 0.321
C -1.676380 -1.629649 0.738515 -2.759 0.655 1.199
C -2.753872 -1.499277 1.883748 1.635 2.171 -2.857
N -0.745961 -0.530717 0.798536 -1.300 0.936 0.777
C 0.365982 -0.711342 -0.041522 2.252 -0.855 -0.080
C 0.962631 0.341034 -0.896340 -1.066 0.532 0.708
C 0.643338 1.694363 -0.603663 -0.213 -0.308 -1.779
C 1.174287 2.753213 -1.301304 1.450 -1.814 -0.812
C 2.213418 2.459057 -2.282602 -0.402 1.095 0.353
C 2.515785 1.143393 -2.579457 -1.099 -0.256 -0.092
C 1.834853 0.052462 -1.898419 1.917 2.010 -1.006
C 0.465813 -0.563492 1.487394 2.428 -1.213 -1.031
C 1.155533 0.627162 2.118063 -1.921 0.547 -1.930
F 0.879646 -1.809925 2.022455 -0.588 0.857 0.335
H -2.479421 -0.424046 -0.796770 -0.577 3.065 -0.422
H -1.734032 -1.831092 -1.395884 -0.048 0.175 -0.129
H -3.333409 -1.964135 -0.738681 0.213 0.307 0.369
H -1.205414 -2.575562 0.915799 0.579 -0.713 -0.603
H -3.170519 -0.514326 1.643873 -0.164 0.014 0.862
H -2.340049 -1.599306 2.834164 0.688 0.164 1.661
H -3.504103 -2.190868 1.743926 -1.603 -1.731 -0.311
H 0.530995 -1.780096 -0.327460 0.098 0.981 -0.020
H -0.219540 1.928810 -0.021071 -0.278 -0.231 0.772
H 0.665766 3.647499 -1.031302 0.536 1.252 -0.461
H 2.816323 3.219741 -2.864514 -1.210 -0.598 0.911
H 3.142602 1.048822 -3.492749 -0.198 -0.642 1.088
H 2.169843 -0.935530 -2.102231 -0.145 -0.813 -0.229
H 0.535604 1.155926 2.768974 -1.479 0.736 1.151
H 1.460645 1.388784 1.394168 -0.324 -0.417 -0.269
H 2.015850 0.516100 2.643717 2.578 -1.607 1.524
```
Positions in Å, forces in eV/Å.

multiplicity	1
SMILES string	CC(C)N1[C@@H](c2ccccc2)[C@]1(C)F
total energy	-16908.7285	eV
total charge	0
Kohn-Sham gap	9.50	eV
energy above the lowest of the compared OMol25 structures with the same formula, charge and spin	49.8	kcal/mol


Density functional theory data (ωB97M-V/def2-TZVPD) for a structure of composition C34H69BeBrF4LiN4NaO13S in a non-equilibrium geometry.

Structure (XYZ):
```
129
Properties=species:S:1:pos:R:3:forces:R:3
C 1.304075 0.176916 -0.443526 -7.038 -1.814 -2.040
C 0.055657 -0.191596 -0.705015 6.408 3.155 0.698
N -1.363605 -0.211216 -1.095219 2.522 -0.701 2.959
C -2.285073 -0.277683 -0.128031 -4.712 -0.291 2.106
N -3.752846 -0.224678 -0.489694 1.903 0.902 0.642
C -4.458054 -1.496494 -0.743825 -0.072 -1.784 -0.284
C -5.162902 -2.241461 0.483307 -1.906 -1.174 0.084
O -4.295359 -2.601194 1.593287 -0.112 0.378 -0.115
C -4.248547 0.767591 0.493595 -0.620 3.038 -0.575
C -5.823247 1.051458 0.694979 -0.720 0.286 0.315
C -6.691531 0.994210 -0.669783 -0.105 0.002 0.041
C -5.987990 1.707723 -1.934002 -0.932 -0.040 -0.641
C -5.947387 3.325093 -1.869820 -0.358 -0.512 -1.594
O -4.551427 3.760104 -1.798510 -1.001 0.222 -1.066
C -3.960745 3.877759 -3.124882 1.607 0.127 -0.513
C -3.264832 0.716760 1.826101 1.161 0.719 -2.723
S -4.045582 0.678381 3.513298 -5.978 1.411 2.864
O -4.636714 -0.653709 3.952722 1.875 0.662 -0.963
O -5.173451 1.721588 3.695356 2.207 -5.322 -2.405
C -2.760653 1.116325 4.875279 1.892 1.799 3.781
F -2.586071 -0.091594 5.673265 -0.473 3.118 -2.340
F -3.274473 2.091947 5.824123 2.719 -5.044 -1.322
F -1.506107 1.538553 4.329937 -4.130 -1.124 1.575
N -2.305760 -0.324459 1.312862 1.355 0.177 -1.898
C -1.277237 -1.046914 2.110933 1.107 -0.095 -0.475
C -1.073302 -2.598661 1.681632 0.177 -0.751 -0.309
C 0.364255 -2.971491 1.051505 0.150 -0.647 0.238
C 1.651331 -2.354171 1.803895 1.275 -1.250 -1.496
C 2.954955 -2.818486 0.907347 0.107 0.936 -0.241
C 4.260535 -1.908717 1.251348 0.365 -1.243 -0.199
C 5.553558 -2.291225 0.327631 0.751 -0.041 0.763
C 6.671049 -1.089353 0.357165 -1.310 0.692 -1.051
C 6.798873 -0.314143 -1.064623 0.993 0.434 0.050
C 7.852395 0.934637 -1.025501 0.177 0.763 0.121
C 7.494758 2.043069 0.098437 0.109 -0.444 -0.005
O 8.270863 3.275389 -0.093493 -1.143 -0.604 0.786
C 8.022598 4.188815 1.029534 -0.239 -0.084 0.846
H 2.411846 0.506579 -0.330899 -2.675 -1.033 -0.076
H -1.622905 -0.156871 -2.095229 0.053 -0.072 0.679
H -5.275992 -1.333488 -1.561555 1.459 -0.202 1.603
H -3.695222 -2.247509 -1.210746 -1.257 1.350 0.825
H -5.586398 -3.250297 0.061794 0.689 1.884 0.359
H -6.086032 -1.700736 0.934219 1.589 -0.463 -1.154
H -4.829999 -2.896468 2.365100 0.259 0.403 -1.389
H -3.886117 1.782589 0.030558 -0.633 -1.794 0.777
H -6.332481 0.401424 1.518536 1.014 1.034 -1.588
H -5.919076 2.149396 1.088364 0.494 -2.053 -0.592
H -7.679139 1.568130 -0.465525 1.645 -1.002 -0.241
H -7.025729 -0.100006 -0.914784 0.787 1.992 0.375
H -6.626601 1.427402 -2.872158 1.119 0.409 1.706
H -4.918481 1.345874 -2.162670 -1.644 0.452 0.573
H -6.620934 3.799797 -1.065500 1.484 -0.800 -0.889
H -6.353578 3.712666 -2.895012 0.545 -0.607 1.892
H -2.960561 4.464428 -2.987821 -1.790 -1.015 -0.108
H -3.660157 2.850231 -3.588271 -0.921 1.825 0.953
H -4.587011 4.479758 -3.880966 0.610 -0.952 1.355
H -2.709005 1.747569 1.809208 -1.159 -1.808 0.735
H -0.292227 -0.416737 2.077026 -1.838 -1.438 -0.221
H -1.535857 -1.092492 3.266761 -0.443 0.407 -2.237
H -1.872996 -2.972216 0.912372 1.203 0.970 1.525
H -1.201878 -3.271084 2.630645 0.155 1.449 -1.644
H 0.468311 -4.134815 1.148004 -0.238 2.058 -0.213
H 0.400209 -2.780383 -0.102811 -0.033 -0.033 2.140
H 1.705278 -1.205939 1.832367 -0.420 -1.827 0.292
H 1.793409 -2.857408 2.830469 -0.488 1.255 -1.469
H 3.187283 -3.949542 1.074746 -0.395 2.072 -0.407
H 2.719020 -2.619127 -0.222269 0.322 -0.619 1.927
H 4.537125 -2.148423 2.348787 -0.374 0.849 -1.688
H 4.056075 -0.784443 1.102440 0.091 -1.679 0.414
H 6.097189 -3.218674 0.773461 -1.189 1.413 -0.758
H 5.253613 -2.575771 -0.752751 0.477 0.690 1.700
H 7.745528 -1.503697 0.614612 -2.542 0.530 -0.386
H 6.428509 -0.314099 1.177017 0.408 -1.349 -1.114
H 5.781844 0.124731 -1.403810 1.506 -1.005 0.593
H 7.214608 -1.045406 -1.873788 -1.030 1.196 1.397
H 8.950011 0.570963 -0.843904 -1.996 0.587 -0.334
H 7.852616 1.496641 -2.048876 -0.015 -1.164 1.671
H 7.741372 1.598268 1.133923 -0.437 0.743 -1.388
H 6.359264 2.295686 0.066851 1.691 -0.420 0.071
H 6.872114 4.312386 1.155868 1.900 -0.162 -0.029
H 8.487886 5.232720 0.875728 -0.643 -1.853 -0.292
H 8.491039 3.722411 1.988884 -0.972 0.791 -1.511
O -2.206690 3.953670 -0.150587 -0.127 -0.382 0.275
H -3.063506 4.118030 -0.574688 -0.051 -0.050 -0.050
H -2.422940 3.867002 0.787638 0.116 0.338 -0.094
C 9.269491 6.823907 -3.091558 0.617 0.554 -0.966
C 9.854365 6.754793 -1.670509 -0.991 -0.572 -0.961
C 10.618242 5.425787 -1.499815 0.768 -0.938 0.031
O 8.842612 6.757465 -0.809476 -0.109 0.340 0.767
H 8.577766 5.998067 -3.297048 0.520 -0.198 0.446
H 8.731039 7.763811 -3.257972 0.071 -0.086 0.206
H 10.070020 6.771182 -3.838359 -0.149 -0.040 -0.073
H 10.616234 7.548330 -1.619090 -0.086 0.274 0.514
H 9.974659 4.551377 -1.650096 -0.128 0.288 0.125
H 11.064856 5.346884 -0.503359 -0.219 0.159 -0.146
H 11.433813 5.360171 -2.229319 -0.043 0.195 0.002
Na 6.852591 5.346507 -3.883510 -0.165 0.045 0.166
C -1.005209 2.568910 -6.049010 0.230 0.133 -0.238
N -1.256942 1.572063 -4.975010 0.113 -0.224 0.130
O -0.297371 0.929165 -4.566850 -0.886 0.299 0.061
O -2.410260 1.467329 -4.576484 0.995 -0.312 -0.124
H 0.054390 2.553249 -6.301890 -0.204 -0.098 0.127
H -1.611387 2.285216 -6.909624 -0.035 0.098 0.177
H -1.295859 3.546888 -5.664508 -0.115 -0.162 -0.068
Br 0.001438 -0.933526 4.383923 1.803 -0.456 2.307
C -3.076410 -5.746445 0.714692 -0.159 -0.278 0.176
C -2.324048 -5.833762 -0.599803 -0.393 0.216 0.106
O -1.325733 -6.857765 -0.551847 0.019 -0.261 -0.228
C -1.781916 -8.119312 -0.687801 -0.035 -0.460 0.153
O -2.935926 -8.446437 -0.848311 0.766 0.378 0.054
O -0.732302 -8.957645 -0.586224 -0.514 0.781 -0.128
C -1.091110 -10.338557 -0.618130 -0.040 -0.660 -0.048
H -2.380346 -5.626452 1.550138 0.013 0.138 -0.115
H -3.769928 -4.901868 0.707152 0.108 -0.015 -0.008
H -3.648438 -6.658005 0.906435 0.039 0.085 -0.164
H -1.799824 -4.890627 -0.780211 0.259 -0.247 -0.012
H -3.002416 -5.991616 -1.444771 0.087 -0.189 0.159
H -1.697013 -10.571635 -1.497474 -0.014 0.124 0.214
H -1.622929 -10.605453 0.298241 -0.071 0.038 -0.188
H -0.171044 -10.924085 -0.668776 -0.014 0.351 0.034
F -3.898110 3.059411 4.171841 1.650 3.125 -2.139
C -9.246073 1.200700 3.525549 0.107 0.180 0.152
O -8.537614 0.073234 3.031308 0.502 -0.438 -0.139
H -10.253774 1.194980 3.108228 0.163 -0.110 0.007
H -9.305683 1.148241 4.615158 -0.133 0.199 -0.029
H -8.734375 2.117546 3.223016 -0.157 0.116 0.115
H -7.649449 0.103403 3.416506 -0.310 0.109 -0.079
Li -4.789959 -2.381751 4.964641 0.270 1.000 -0.123
Be 9.285273 -1.695460 0.757628 1.556 -0.249 0.172
```
Positions in Å, forces in eV/Å.

multiplicity	1
total energy	-165680.6698	eV
total charge	+2
Kohn-Sham gap	1.07	eV


Density functional theory data (ωB97M-V/def2-TZVPD) for a cluster of 2 separate species, C2HCl2NO in total in a non-equilibrium geometry.

Structure (XYZ):
```
7
Properties=species:S:1:pos:R:3:forces:R:3
C 1.468198 -0.214307 1.497469 -0.244 0.468 0.659
C 1.323779 -0.394082 0.108900 1.402 -0.263 -2.414
N 1.733708 -0.239785 2.614740 -0.191 0.098 0.144
O 0.287731 -0.416383 -0.673470 -1.505 3.279 1.154
Cl 1.716694 2.191070 -0.323199 -0.286 -1.792 0.333
Cl 2.580434 -1.499235 -0.461132 -0.963 1.111 0.331
H -0.241772 0.532850 -0.563535 1.788 -2.900 -0.207
```
Positions in Å, forces in eV/Å.

multiplicity	1
total energy	-30669.5482	eV
total charge	0
Kohn-Sham gap (alpha / beta)	7.36 / 7.37	eV
energy above the lowest of the compared OMol25 structures with the same formula, charge and spin	56.5	kcal/mol


Density functional theory data (ωB97M-V/def2-TZVPD) for a cluster of 5 separate species, C28H48N2O5 in total.

Structure (XYZ):
```
83
Properties=species:S:1:pos:R:3:forces:R:3
C 2.731644 4.915397 2.560844 0.245 0.216 -0.349
C 2.959500 4.915648 1.247354 -0.089 -0.207 0.596
C 2.645033 3.790572 0.268069 0.609 -0.348 -0.477
C 2.629751 4.440317 -1.059691 -0.185 0.077 0.097
N 2.557573 4.976829 -2.070721 0.072 0.004 -0.104
C 1.227452 3.148038 0.446055 -0.281 -0.007 0.842
C 1.244974 2.017074 1.497213 0.412 -0.116 -0.519
C 0.084558 4.132154 0.739059 -0.480 -0.099 -0.484
C -0.471103 4.865680 -0.482083 0.569 0.508 0.294
C 3.738345 2.617189 0.216785 0.657 0.716 -0.071
C 4.548955 2.684687 -1.011072 -0.372 -0.213 -0.212
N 5.152876 2.682375 -1.986042 0.200 0.004 -0.002
C 4.748819 2.619089 1.390521 0.217 -0.835 -0.027
C 5.943852 3.531925 1.197241 -0.260 0.861 0.410
O 6.093599 4.552485 1.823991 0.096 -0.404 -0.144
H 2.608124 5.872131 3.054677 0.765 -0.034 0.231
H 2.686690 4.034823 3.186956 -0.822 -0.087 -0.156
H 3.377806 5.817939 0.815849 -0.656 0.207 -0.208
H 0.992686 2.676313 -0.511156 0.026 0.024 -0.085
H 0.277586 1.875673 1.968678 -0.038 0.134 0.076
H 1.453844 1.089167 0.972154 -0.010 -0.214 0.274
H 2.011133 2.145390 2.261344 -0.123 0.094 0.142
H 0.327662 4.861322 1.507956 0.212 -0.084 0.105
H -0.735363 3.535075 1.141705 0.014 -0.062 0.046
H -1.337230 5.449711 -0.173652 -0.218 -0.162 -0.182
H -0.715622 4.185645 -1.294862 -0.205 -0.051 0.027
H 0.257025 5.585872 -0.854891 -0.011 -0.008 -0.132
H 3.253788 1.646392 0.165680 -0.223 0.078 0.140
H 5.164121 1.605325 1.428492 -0.003 -0.024 -0.008
H 4.290223 2.795147 2.356425 -0.127 0.242 -0.051
H 6.690466 3.235343 0.443589 -0.046 -0.145 -0.073
C -0.257570 -3.239319 0.823559 0.106 -0.153 -0.197
C 0.834360 -3.176831 1.885876 -0.078 0.046 0.126
C 1.592245 -1.921733 1.473019 0.053 -0.011 -0.103
O 0.634509 -1.048807 0.867834 0.015 -0.177 -0.001
C -0.581771 -1.770510 0.625925 -0.193 0.127 0.063
H -1.124282 -3.823749 1.122541 -0.013 0.055 0.086
H 0.143165 -3.660099 -0.101995 -0.009 0.070 -0.030
H 0.385673 -3.043660 2.873053 0.002 -0.005 -0.003
H 1.470570 -4.060564 1.917953 0.012 0.004 -0.030
H 2.367422 -2.152820 0.733241 0.025 -0.039 0.038
H 2.060138 -1.409920 2.316882 -0.017 0.049 -0.014
H -1.335512 -1.430231 1.345551 -0.001 -0.040 0.015
H -0.932163 -1.548002 -0.381359 0.073 0.008 -0.027
C -0.901431 -1.910788 -4.744178 -0.046 0.077 0.039
C 0.533438 -1.397631 -4.669714 0.048 -0.097 -0.034
C 0.755391 -1.318585 -3.165969 -0.055 0.089 0.068
O -0.044980 -2.353289 -2.584492 -0.024 0.011 -0.077
C -0.947691 -2.872847 -3.564001 0.094 -0.056 -0.036
H -1.150018 -2.390842 -5.689339 0.017 -0.012 -0.001
H -1.599407 -1.085389 -4.587638 -0.020 0.001 -0.010
H 1.214606 -2.127051 -5.113328 0.011 0.013 0.004
H 0.686409 -0.442449 -5.169233 -0.016 0.013 0.014
H 0.423607 -0.354930 -2.762341 0.036 0.026 -0.027
H 1.796980 -1.470283 -2.882092 -0.015 -0.027 0.055
H -0.606889 -3.872400 -3.854530 -0.055 -0.008 -0.036
H -1.942722 -2.961716 -3.124195 0.019 0.003 0.056
C -3.241917 1.628841 -3.759334 0.109 -0.034 -0.008
C -3.590136 0.512714 -2.778242 -0.114 0.029 -0.007
C -2.982187 1.039016 -1.486418 0.130 0.024 0.031
O -3.058666 2.465015 -1.555168 0.019 -0.057 -0.038
C -3.397613 2.866118 -2.884666 -0.089 0.007 0.034
H -3.878613 1.654207 -4.642350 -0.017 -0.001 0.007
H -2.204678 1.527392 -4.089319 -0.001 0.018 -0.003
H -4.674470 0.426472 -2.678491 0.005 -0.006 0.008
H -3.197348 -0.462894 -3.060721 0.025 -0.013 0.006
H -1.928458 0.748940 -1.394946 -0.018 -0.059 -0.001
H -3.512104 0.695523 -0.597153 0.014 0.040 0.030
H -4.432662 3.224472 -2.886266 0.004 0.011 -0.059
H -2.747282 3.687316 -3.188243 0.018 0.011 0.051
C -2.680782 -6.860774 3.785485 0.098 -0.002 0.069
C -3.507480 -5.954328 4.692935 -0.096 -0.004 -0.064
C -2.853507 -4.600482 4.454301 0.102 0.011 0.038
O -2.370957 -4.616212 3.107911 -0.024 -0.064 0.044
C -2.421549 -5.950102 2.593684 -0.097 0.028 -0.048
H -3.185334 -7.784712 3.507790 -0.020 0.009 -0.007
H -1.738929 -7.120006 4.274086 0.002 -0.007 -0.015
H -4.546568 -5.935930 4.356966 0.000 0.010 0.010
H -3.494392 -6.250093 5.740659 0.024 -0.002 0.003
H -2.002387 -4.446425 5.126382 -0.033 -0.005 0.043
H -3.545247 -3.766563 4.576279 0.019 0.027 -0.047
H -3.236122 -6.009908 1.863715 0.014 -0.057 -0.010
H -1.483446 -6.173876 2.083638 0.016 0.055 -0.003
```
Positions in Å, forces in eV/Å.

multiplicity	1
SMILES string	C=C[C@](C#N)([C@@H](C)CC)[C@@H](C#N)CC=O.C1CCOC1.C1CCOC1.C1CCOC1.C1CCOC1
total energy	-43028.0264	eV
total charge	0
Kohn-Sham gap	9.98	eV
energy above the lowest of the compared OMol25 structures with the same formula, charge and spin	0.0	kcal/mol